ORCA calculation (ωB97M-V/def2-TZVPD) on a 2-piece molecular cluster, C31H32BrN2O3S overall in a non-equilibrium geometry.

## Properties
gap between HOMO and LUMO: 6.1247 eV
total charge: +1
molar mass: 592.6 g/mol
highest occupied orbital energy: -10.079 eV

Geometry as XYZ:
```
70
Properties=species:S:1:pos:R:3:forces:R:3
C -4.137185 0.353064 4.135271 -0.416 0.110 -0.016
S -4.234948 -0.163279 2.395567 -0.083 0.133 0.525
C -4.907535 1.363049 1.693971 -0.266 -0.163 0.100
C -2.591321 -0.148622 1.919099 1.244 -0.016 -0.473
C -1.689980 -0.924982 2.716688 -0.515 -0.518 -0.005
C -0.210053 -0.596166 2.727509 -0.029 0.199 0.244
C 0.267059 0.723363 2.646374 0.286 -0.383 -0.147
C 1.638067 0.995633 2.784486 -0.120 -0.332 0.016
C 2.539077 -0.059246 2.991822 -0.850 -0.132 -0.261
Br 4.387459 0.292536 3.189147 -0.180 -0.010 -0.058
C 2.072765 -1.381074 3.048720 -0.127 0.510 0.068
C 0.703225 -1.626119 2.971633 0.178 -0.036 -0.131
O -2.134906 -1.879326 3.391270 0.424 0.636 -0.155
H -5.154404 0.318549 4.536207 0.160 -0.004 0.029
H -3.494802 -0.359882 4.655664 -0.114 0.065 -0.172
H -3.741899 1.373773 4.173930 0.018 -0.313 -0.009
H -5.993658 1.216589 1.693347 0.226 0.205 -0.023
H -4.627009 2.207412 2.328926 0.009 -0.132 -0.219
H -4.557379 1.495312 0.668662 -0.009 -0.158 0.200
H -2.250603 0.525104 1.142198 -0.232 0.246 0.356
H -0.444196 1.534800 2.491679 0.254 -0.111 0.059
H 2.008696 2.016984 2.731897 -0.109 -0.209 0.052
H 2.774727 -2.199070 3.167888 -0.089 0.096 0.102
H 0.330112 -2.638155 3.101568 0.032 0.143 -0.084
C 1.197604 -6.585813 2.890865 -0.413 0.277 -0.143
O 0.094393 -5.711076 2.560892 0.300 -0.426 -0.500
C 0.170973 -4.972830 1.420779 -0.032 0.693 -0.120
C -0.923356 -4.100754 1.170259 0.766 -0.837 0.615
C -0.780281 -3.141082 0.199256 0.373 0.348 -0.920
C 0.414661 -3.064467 -0.561496 -0.266 -0.324 0.479
C 1.470420 -3.951719 -0.372004 -0.263 -0.122 -0.160
C 1.323268 -4.955737 0.585039 -0.384 0.345 0.451
N 0.267545 -2.036332 -1.491927 -1.312 0.940 -0.016
C 1.213292 -1.672294 -2.534305 0.049 0.166 -0.298
C -0.966005 -1.469453 -1.360798 0.913 -0.979 -0.071
C -1.680466 -2.114945 -0.334460 0.243 -0.206 0.380
C -3.000837 -1.867519 0.071966 1.125 -0.070 -0.284
C -3.867073 -1.089198 -0.739989 -1.094 1.303 -0.417
C -3.595027 0.158069 -1.327366 -0.686 -1.013 -0.533
N -4.647497 0.535892 -2.120889 0.512 -0.113 0.633
C -4.686749 1.752204 -2.915549 0.095 0.228 0.033
C -5.655223 -0.426344 -2.045742 0.613 -0.344 0.142
C -5.210527 -1.463379 -1.183682 0.507 1.301 -0.156
C -5.962783 -2.612163 -1.025980 -1.206 -0.764 -0.584
C -7.147285 -2.739503 -1.803871 1.148 -0.025 0.503
O -7.833690 -3.907965 -1.907051 0.195 0.043 0.338
C -7.248280 -5.101374 -1.340591 -0.321 0.552 -0.151
C -7.621908 -1.654874 -2.596339 0.556 -0.174 0.142
C -6.856147 -0.505576 -2.750913 -0.359 -0.278 0.264
H 0.853510 -7.120394 3.775629 0.162 0.020 -0.127
H 1.409624 -7.296949 2.079349 -0.129 0.172 0.228
H 2.103794 -6.008880 3.126698 -0.257 -0.086 -0.089
H -1.817874 -4.144193 1.782031 0.207 -0.085 0.142
H 2.374539 -3.868571 -0.970561 -0.149 -0.205 0.119
H 2.107136 -5.700704 0.733560 -0.192 0.444 -0.040
H 2.188326 -2.110245 -2.310883 -0.193 0.176 -0.055
H 0.870265 -2.024065 -3.518217 0.113 -0.071 0.342
H 1.298526 -0.580185 -2.587205 0.103 -0.287 0.121
H -1.304562 -0.688356 -2.033389 0.274 -0.269 0.100
H -3.422793 -2.522988 0.833972 0.023 0.031 -0.169
H -2.687204 0.751635 -1.260804 -0.383 0.048 0.044
H -5.610049 1.757390 -3.500765 0.299 0.089 0.100
H -4.660091 2.643309 -2.271203 -0.115 -0.256 -0.183
H -3.821510 1.794964 -3.591299 -0.316 -0.065 0.108
H -5.604433 -3.402884 -0.362333 -0.228 0.150 -0.400
H -7.967606 -5.882751 -1.589250 0.232 0.036 0.149
H -6.270651 -5.319385 -1.795641 -0.255 0.132 0.082
H -7.142754 -5.005566 -0.250781 -0.076 -0.092 -0.262
H -8.559901 -1.790376 -3.128054 0.206 0.041 0.046
H -7.172724 0.305396 -3.403842 -0.076 -0.267 0.121
```
Positions in Å, forces in eV/Å.

***

ORCA calculation (ωB97M-V/def2-TZVPD) on C3H12N2O as an isolated structure in a non-equilibrium geometry.

## Properties
gap between HOMO and LUMO: 7.5032 eV
energy above the lowest of the compared OMol25 structures with the same formula, charge and spin: 4.522 eV
total charge: 0
molar mass: 92.1 g/mol
highest occupied orbital energy: -6.637 eV

Geometry as XYZ:
```
18
Properties=species:S:1:pos:R:3:forces:R:3
C -1.454904 -0.924582 -0.426253 0.582 0.149 0.445
C -1.701203 0.215295 0.445569 -0.034 -0.364 -0.137
N 0.103637 -1.557770 -0.053406 -0.275 0.824 0.545
O 0.090024 -1.870227 1.349646 -0.499 0.431 -0.602
H -0.581853 -1.186579 1.646486 0.359 -0.128 -0.089
H 0.348437 -2.426922 -0.519794 -0.130 0.012 0.020
H -2.122351 -1.774206 -0.273695 0.302 -0.154 0.058
H -1.333630 -0.732554 -1.492851 0.122 0.009 -0.035
H 0.286051 0.898872 0.738304 0.468 -0.108 -0.191
H -2.532210 0.119804 1.137878 0.003 -0.082 -0.067
H -1.715373 1.178889 -0.061753 0.086 0.024 0.052
C 1.582143 1.628234 -0.750854 -0.045 -0.009 0.115
N 1.241258 0.699929 0.333295 -0.251 0.116 0.310
H 1.933544 0.699954 1.077197 -0.106 0.042 -0.076
H 0.872106 -0.542689 -0.033330 -0.576 -0.728 -0.281
H 0.778836 1.606098 -1.486391 0.024 0.013 -0.014
H 2.506537 1.313284 -1.233550 -0.022 0.018 -0.009
H 1.698952 2.655171 -0.396498 -0.009 -0.065 -0.044
```
Positions in Å, forces in eV/Å.

***

ORCA calculation (ωB97M-V/def2-TZVPD) on C5H6O as an isolated structure in a non-equilibrium geometry.

## Properties
gap between HOMO and LUMO: 9.3339 eV
energy above the lowest of the compared OMol25 structures with the same formula, charge and spin: 6.223 eV
total charge: 0
molar mass: 82.1 g/mol
highest occupied orbital energy: -9.009 eV

Geometry as XYZ:
```
12
Properties=species:S:1:pos:R:3:forces:R:3
C -1.453466 1.085901 -1.839615 0.344 -0.320 0.732
C -0.994809 0.647748 -0.810057 -0.361 0.345 -0.826
C -0.415360 0.150602 0.436849 -0.141 -0.207 0.312
C 0.888596 0.812619 0.856662 1.336 -1.414 0.099
O 1.647919 -0.866620 0.486412 -0.154 0.750 0.081
C 0.254920 -1.239817 0.340096 0.071 -0.031 0.004
H -1.854420 1.476558 -2.751693 0.092 -0.113 0.236
H -1.157119 0.204015 1.243951 0.022 0.020 -0.219
H 1.323895 1.454971 0.094667 -0.012 0.098 0.084
H 1.673650 -0.074895 1.447968 -1.118 0.654 -0.520
H -0.053088 -1.934941 1.130680 0.022 0.148 -0.129
H 0.139283 -1.716142 -0.635921 -0.102 0.071 0.147
```
Positions in Å, forces in eV/Å.

***

ORCA calculation (ωB97M-V/def2-TZVPD) on an isolated ion of composition C9H11IN3 and charge +1 in a non-equilibrium geometry.

## Properties
gap between HOMO and LUMO: 8.4303 eV
structure (SMILES): C[N@H+]1[C@H](I)[C@H]1/C=N/c1ccccn1
energy above the lowest of the compared OMol25 structures with the same formula, charge and spin: 1.901 eV
total charge: +1
molar mass: 288.1 g/mol
highest occupied orbital energy: -12.455 eV

Geometry as XYZ:
```
24
Properties=species:S:1:pos:R:3:forces:R:3
C -2.571142 -0.806314 -0.492054 1.208 0.840 2.067
N -2.855313 0.648460 -0.603874 1.304 -2.184 0.969
C -2.830564 1.417112 0.646007 -0.300 2.257 -0.366
I -4.510337 2.754807 0.832401 0.807 -0.276 -0.163
C -1.698324 1.565296 -0.394241 -2.856 3.766 -0.553
C -0.328820 1.187828 -0.103471 2.221 0.794 0.363
N 0.106361 0.008911 -0.256790 -0.095 1.844 -0.518
C 1.443362 -0.388343 -0.153845 0.276 -1.061 1.030
C 2.571202 0.381887 0.177958 -2.271 1.862 -0.160
C 3.759219 -0.272875 0.311244 0.684 0.366 0.744
C 3.786107 -1.687138 0.338558 2.049 0.649 0.584
C 2.612062 -2.320848 0.123972 -1.133 -2.915 -0.515
N 1.484757 -1.723854 -0.212116 -0.365 0.742 0.243
H -3.022583 -1.344584 0.291751 -1.214 0.217 1.375
H -2.926114 -1.206935 -1.324356 -1.145 -1.933 -3.865
H -1.527521 -0.971257 -0.357315 0.579 -0.044 -0.410
H -3.505271 0.773519 -1.388813 0.002 0.959 0.764
H -2.622324 1.045867 1.669970 -0.078 -0.826 -1.295
H -1.756488 2.578399 -1.045662 -0.068 -2.605 1.476
H 0.257946 2.164643 0.202650 -0.704 -1.962 -0.500
H 2.456590 1.522780 0.412530 0.454 -2.313 -0.767
H 4.512359 0.490114 0.524479 0.800 -1.242 0.029
H 4.647769 -2.355740 0.594309 -0.563 1.272 -0.335
H 2.517068 -3.461733 0.206709 0.409 1.795 -0.199
```
Positions in Å, forces in eV/Å.